Entry 1:
C28H42O8PmS2 as an isolated structure at a distorted geometry. Source: the OMol25 dataset; level of theory: wB97M-V/def2-TZVPD.

E_tot = -84299.2971 eV
total charge = +3
HOMO (alpha / beta) = -16.67 / -16.67 eV
LUMO level (alpha / beta) = -7.33 / -7.06 eV
spin multiplicity = 5

Geometry (Å):
Pm (0.79763, -0.42449, 0.02037)
C (2.09829, -3.39078, 0.75135)
C (2.29255, -2.81266, 2.08989)
O (2.15808, -1.39119, 1.96969)
C (2.37067, -0.67831, 3.17727)
C (1.24725, 0.27789, 3.26612)
O (1.08992, 1.10538, 2.07517)
C (2.07345, 2.11630, 1.81627)
C (3.31865, 1.64661, 1.11379)
O (2.84635, 0.87080, -0.01885)
C (3.88223, 0.53062, -0.98208)
C (3.18465, 0.27264, -2.30646)
O (2.09063, -0.63704, -2.08612)
C (1.53605, -1.23218, -3.31415)
C (0.02382, -1.12527, -3.19637)
O (-0.38548, -1.51812, -1.88684)
C (-0.60803, -2.96490, -1.67362)
C (0.49998, -3.65084, -0.90456)
O (0.89698, -2.89505, 0.22011)
H (2.07538, -4.52189, 0.83154)
H (2.89663, -3.23480, 0.01729)
H (3.27567, -3.07302, 2.49372)
H (1.52050, -3.25522, 2.75458)
H (3.34248, -0.24177, 3.08588)
H (2.41988, -1.32448, 4.05856)
H (1.36252, 0.99064, 4.08965)
H (0.28457, -0.27850, 3.29313)
H (2.44025, 2.49056, 2.79176)
H (1.56063, 2.93338, 1.38966)
H (3.99013, 1.03555, 1.68054)
H (3.82693, 2.50766, 0.75102)
H (4.41462, -0.36716, -0.65797)
H (4.57824, 1.33312, -1.00860)
H (3.83210, -0.17164, -3.01241)
H (2.81016, 1.24043, -2.73079)
H (1.85729, -2.25485, -3.31229)
H (1.91068, -0.76006, -4.23447)
H (-0.47218, -1.78407, -3.91405)
H (-0.38879, -0.07722, -3.28399)
H (-0.74098, -3.40561, -2.66915)
H (-1.52070, -3.05351, -1.11352)
H (1.44827, -3.75902, -1.51843)
H (0.21038, -4.68028, -0.56080)
O (-1.13107, -0.82639, 1.27107)
S (-2.50524, -1.50046, 1.44212)
C (-3.64406, -0.18373, 0.86573)
C (-3.01714, 1.15953, 0.79080)
C (-2.84575, 1.60587, -0.70746)
C (-2.11741, 2.90066, -0.88254)
S (-0.35003, 2.79013, -1.36630)
O (-0.07057, 1.29626, -1.07979)
C (-0.31632, 3.08096, -3.12683)
C (-1.11190, 2.36687, -3.99954)
C (-0.95721, 2.55573, -5.34563)
C (0.01581, 3.49497, -5.78347)
C (0.69572, 4.27751, -4.88173)
C (0.54944, 4.08589, -3.53686)
C (-2.80644, -1.49407, 3.14530)
C (-2.77585, -0.31255, 3.84296)
C (-3.09466, -0.32051, 5.19191)
C (-3.55469, -1.51074, 5.74759)
C (-3.61378, -2.69856, 5.04441)
C (-3.23813, -2.66039, 3.70581)
H (-4.48056, -0.25109, 1.58328)
H (-3.98183, -0.43727, -0.13279)
H (-2.03718, 1.17047, 1.31457)
H (-3.66225, 1.85498, 1.34381)
H (-3.85762, 1.73644, -1.07496)
H (-2.42095, 0.73550, -1.25531)
H (-2.01778, 3.45145, 0.08352)
H (-2.55431, 3.55467, -1.60931)
H (-1.78739, 1.65448, -3.55847)
H (-1.51383, 2.03508, -6.12859)
H (0.17806, 3.68850, -6.79493)
H (1.39520, 5.05182, -5.24914)
H (1.13089, 4.74228, -2.84596)
H (-2.53960, 0.66964, 3.42688)
H (-3.16404, 0.57165, 5.78076)
H (-3.92588, -1.54976, 6.74969)
H (-3.94083, -3.57592, 5.51459)
H (-3.27910, -3.59753, 3.16300)

Mulliken population analysis, charges in e, atoms 1 to 5: number 1, Pm, carries 1.20; number 2, C, carries -0.85; number 3, C, carries -0.82; number 4, O, carries 0.05; number 5, C, carries -0.79

=====

Entry 2:
C28H43AsF6FeN6O7 as an isolated structure at a distorted geometry. Source: the OMol25 dataset; level of theory: wB97M-V/def2-TZVPD.

E_tot = -164535.2623 eV
total charge = -1
HOMO (alpha / beta) = -5.52 / -5.40 eV
LUMO level (alpha / beta) = 2.07 / 1.70 eV
spin multiplicity = 6

Geometry (Å):
Fe (0.44965, -0.96324, 0.08096)
C (1.27383, 0.22740, -4.09785)
C (-0.15761, 0.49675, -3.74165)
C (-1.13833, 0.67278, -4.99949)
C (-1.82526, -0.65439, -5.46418)
C (-2.37141, -1.55242, -4.30272)
C (-1.30807, -1.80543, -3.23334)
N (-0.75850, -0.54695, -2.72120)
O (0.28110, -0.76279, -1.81145)
C (-0.20511, -2.76245, -3.70797)
C (-1.98262, -2.44456, -2.06264)
C (-0.25110, 1.87343, -2.97885)
H (1.55707, -0.81268, -4.08717)
H (2.04115, 0.72371, -3.53875)
H (1.43906, 0.55631, -5.13372)
H (-0.56438, 1.12536, -5.80482)
H (-1.89887, 1.47905, -4.77140)
H (-1.02573, -1.20568, -5.94155)
H (-2.61064, -0.43827, -6.14171)
H (-2.79707, -2.50442, -4.74656)
H (-3.19140, -1.04911, -3.84076)
H (0.55063, -2.96423, -2.95543)
H (0.35130, -2.47484, -4.60315)
H (-0.63881, -3.77380, -3.91334)
H (-2.40312, -3.34679, -2.38294)
H (-2.68656, -1.78673, -1.69524)
H (-1.24534, -2.69436, -1.31494)
H (0.22811, 2.65233, -3.56400)
H (0.23661, 1.83780, -1.97848)
H (-1.25991, 2.21103, -2.75261)
As (0.03920, 4.74657, 0.29854)
F (1.25286, 4.55155, 1.48868)
F (1.33531, 5.01123, -0.83405)
F (-1.13961, 4.82784, -0.99677)
F (-1.27410, 4.56632, 1.40406)
F (0.01538, 6.45699, 0.55055)
F (0.09859, 3.02290, 0.14149)
O (0.06521, -2.81803, 0.46361)
C (1.04510, -3.09652, 1.50596)
C (1.02457, -2.01404, 2.56616)
O (1.11847, -0.74504, 1.84384)
H (2.10140, -3.30651, 1.07288)
H (0.86538, -4.07709, 1.94373)
H (1.85819, -2.15628, 3.24320)
H (0.14941, -2.19730, 3.26795)
C (3.10619, 1.31347, 3.46474)
N (4.22173, 0.61173, 4.14504)
O (5.29461, 0.79664, 3.61584)
O (3.95187, -0.12041, 5.08696)
H (2.45136, 1.86231, 4.12286)
H (2.48300, 0.59405, 2.90448)
H (3.46022, 1.86840, 2.63873)
C (-1.62598, -5.46687, 0.53426)
N (-1.82030, -6.88810, 0.67351)
O (-2.94156, -7.29091, 0.77952)
O (-0.81793, -7.62682, 0.60053)
H (-0.97365, -5.29101, -0.26492)
H (-1.15373, -5.05242, 1.42689)
H (-2.62748, -5.11733, 0.31162)
N (-1.61610, 1.89418, 6.02461)
C (-1.73639, 1.93471, 4.68476)
C (-1.32221, 2.92263, 3.90067)
C (-0.52626, 3.92781, 4.51931)
C (-0.36447, 3.88522, 5.87537)
C (-0.98904, 2.89993, 6.58823)
H (-2.16092, 0.98893, 4.30351)
H (-1.49906, 2.94594, 2.85903)
H (0.00706, 4.71716, 4.03414)
H (0.15772, 4.68507, 6.38295)
H (-0.83159, 2.81114, 7.68821)
N (-1.54774, -0.17736, 0.45935)
C (-2.03999, -0.52935, 1.66431)
C (-3.25414, -0.24884, 2.19778)
C (-4.08794, 0.62239, 1.47817)
C (-3.56411, 1.11008, 0.27331)
C (-2.29646, 0.75529, -0.23387)
H (-1.33003, -1.11311, 2.28817)
H (-3.44965, -0.67358, 3.23454)
H (-5.03692, 0.94974, 1.80260)
H (-4.03349, 1.89165, -0.28915)
H (-1.94180, 1.01910, -1.16111)
N (2.54413, -0.19137, -0.55426)
C (3.59245, -0.74216, -1.22753)
C (4.81800, -0.12185, -1.37432)
C (5.01369, 1.12065, -0.82978)
C (3.94867, 1.82730, -0.30453)
C (2.78269, 1.04912, -0.10246)
H (3.46706, -1.71512, -1.71624)
H (5.57191, -0.61717, -1.91394)
H (6.02979, 1.45868, -0.83735)
H (4.03774, 2.83073, 0.09953)
H (2.00502, 1.60432, 0.39308)

Mulliken population analysis, charges in e, atoms 1 to 5: number 1, Fe, carries 0.03; number 2, C, carries -1.59; number 3, C, carries 2.00; number 4, C, carries -1.22; number 5, C, carries -0.84

=====

Q: Among the records above, which one has the lowest spin multiplicity?
A: C28H42O8PmS2

=====

Q: Number 1 is which compound?
A: C28H42O8PmS2